{
  "formula": "C9H3N",
  "method": "wB97M-V/def2-TZVPD",
  "molar_mass_da": 125.130,
  "e_lumo_ev": [-1.4, -1.5],
  "multiplicity": 1,
  "smiles": "C1=C=C=C2C=NC(=C2)C=C=1",
  "relative_energy_ev": 0.000,
  "orbital_gap_ha": [0.2525, 0.2363],
  "homo_ev": [-8.24, -7.92],
  "symbols": ["N", "C", "C", "C", "C", "C", "C", "C", "C", "C", "H", "H", "H"],
  "coordinates": [[1.71337, -0.33683, 0.22405], [-0.02270, -1.13648, -1.22275], [-1.06196, 0.71237, 1.44119], [-2.19617, -0.83875, -0.30921], [-1.74649, 0.13049, 0.46024], [0.12523, 1.14783, -0.41681], [0.74409, -0.03277, -0.76658], [-1.36487, -1.14205, -1.28124], [0.20039, 1.18437, 1.08434], [1.54784, 0.39173, 1.24823], [-0.58676, 1.57400, -1.15461], [2.14033, 0.42832, 2.03564], [0.50769, -2.08222, -1.34247]],
  "forces_ev_per_a": [[1.5, -0.6, -0.1], [1.4, -2.1, -2.0], [0.0, -0.3, -1.7], [0.7, 0.6, -1.1], [-1.4, -0.1, 2.8], [-0.8, -0.2, -2.1], [-0.8, 1.0, 1.1], [-0.4, 1.0, 1.4], [1.6, -0.2, -0.5], [-4.6, 0.7, -2.9], [0.3, 0.2, 1.3], [2.7, -0.1, 3.6], [0.0, 0.1, 0.1]]
}



{
  "formula": "C9H40FN19O9",
  "method": "wB97M-V/def2-TZVPD",
  "molar_mass_da": 577.541,
  "e_lumo_ev": [1.9, 1.9],
  "multiplicity": 2,
  "total_charge": -1,
  "s_squared": 0.751,
  "orbital_gap_ha": [0.0830, 0.3201],
  "homo_ev": [-0.36, -6.82],
  "symbols": ["F", "O", "O", "O", "O", "O", "O", "O", "O", "O", "N", "N", "N", "N", "N", "N", "N", "N", "N", "N", "N", "N", "N", "N", "N", "N", "N", "N", "N", "C", "C", "C", "C", "C", "C", "C", "C", "C", "H", "H", "H", "H", "H", "H", "H", "H", "H", "H", "H", "H", "H", "H", "H", "H", "H", "H", "H", "H", "H", "H", "H", "H", "H", "H", "H", "H", "H", "H", "H", "H", "H", "H", "H", "H", "H", "H", "H", "H"],
  "coordinates": [[18.21470, 7.48091, -21.52952], [15.09147, 2.03188, -17.06642], [23.14986, 7.24529, -21.38434], [17.81907, 3.91870, -18.04708], [19.80383, 5.57010, -25.58971], [17.37869, 9.95052, -24.05342], [16.35609, -0.89940, -21.30537], [19.64733, 3.64402, -21.29827], [14.90989, 9.88060, -19.05897], [15.57629, 4.03691, -22.22492], [16.02826, 8.00701, -19.70119], [19.28294, 7.53360, -24.79703], [15.53699, 5.48552, -23.90447], [16.23254, 1.13299, -22.05983], [18.22748, 2.78573, -16.25423], [17.53107, 5.08614, -20.59460], [13.91297, 5.38277, -22.41278], [18.81225, 5.71351, -23.62246], [13.27126, 3.32068, -17.23341], [20.92571, 7.56741, -22.05278], [14.85924, 3.66126, -18.49867], [21.54698, 2.52661, -21.04336], [19.42185, 2.52811, -18.10362], [15.20896, 0.55272, -20.13471], [15.58176, 9.58952, -25.18577], [16.69060, 9.79320, -20.47890], [21.51293, 7.46614, -20.00496], [15.95414, 8.42351, -23.28774], [21.43647, 4.22865, -22.32058], [15.74875, 9.30507, -19.66894], [20.79231, 3.42978, -21.54896], [14.40755, 2.85489, -17.59513], [18.47922, 3.12134, -17.48916], [16.30089, 9.38585, -24.10289], [19.40552, 6.24728, -24.66648], [15.06948, 4.89760, -22.82774], [15.96244, 0.24972, -21.15523], [21.93744, 7.34362, -21.20708], [12.89485, 2.76232, -16.48064], [21.25471, 7.83796, -22.96857], [22.39497, 4.13277, -22.62419], [16.44518, 5.16239, -24.20594], [17.53127, 3.40805, -15.86940], [19.63065, 2.79577, -19.05486], [16.84759, 4.64312, -21.19185], [13.37037, 4.93701, -21.68683], [18.53210, 6.30853, -22.85592], [14.98106, -0.07151, -19.37412], [14.31337, 4.50738, -18.57745], [21.01048, 5.06503, -22.69353], [19.36906, 7.88157, -25.74127], [15.45758, 7.37903, -19.15343], [15.86909, 2.06670, -21.93258], [19.76247, 1.69096, -17.65278], [18.82795, 8.04565, -24.05481], [15.86010, 3.71635, -18.62256], [18.43713, 4.64955, -20.68694], [15.06566, 7.94952, -23.36564], [17.18907, 9.28887, -21.19812], [16.77187, 10.79990, -20.48536], [14.68538, 9.16500, -25.37656], [21.15861, 1.81986, -20.43528], [12.77558, 4.07858, -17.68060], [22.53914, 2.67707, -21.15767], [16.70630, 8.07673, -22.70975], [16.27744, 0.63369, -22.93664], [18.80987, 4.71437, -23.47478], [16.56700, 7.72576, -20.50789], [14.78388, 1.46381, -20.03809], [19.94483, 7.69574, -21.84902], [15.13745, 6.24407, -24.43838], [18.57938, 1.99948, -15.72690], [16.05084, 10.02260, -25.96840], [17.61835, 6.00972, -20.99397], [20.51431, 7.41038, -19.86434], [22.16676, 7.47731, -19.23524], [13.54590, 6.05790, -23.06819], [17.18002, 5.09527, -19.64761]],
  "forces_ev_per_a": [[-0.3, -0.1, -0.2], [0.7, -3.2, 1.4], [0.2, -0.5, -1.7], [-3.3, 4.8, -2.4], [1.5, -1.4, -1.3], [1.9, 0.8, 1.0], [0.5, -1.6, 0.0], [-4.3, -0.5, 1.4], [-1.7, 1.4, 1.7], [4.3, -5.5, 3.2], [-1.2, -3.6, 1.4], [0.2, 3.5, 0.4], [2.5, -0.1, -2.1], [0.4, 2.6, -1.9], [-0.8, -0.1, 3.5], [-0.7, 0.3, 0.2], [-1.5, 1.2, 0.0], [-0.9, -1.4, 2.8], [-5.6, -0.8, 3.5], [1.1, -0.4, -3.6], [2.4, 2.6, -4.5], [2.3, -4.0, 2.3], [4.3, -3.1, -1.6], [-2.3, 2.0, 3.0], [-2.6, 0.8, -2.7], [1.2, 4.5, -1.2], [-2.0, -0.3, 5.5], [-0.7, -1.1, 1.8], [2.5, 3.5, -3.7], [1.9, -1.2, -1.7], [0.3, 1.8, -0.6], [2.5, 1.1, 0.1], [-0.5, -0.9, 0.9], [1.7, 0.0, -1.2], [-0.9, -1.9, -2.1], [-3.8, 3.5, -1.5], [0.4, -3.8, 0.7], [1.6, 1.3, -0.9], [-0.9, 0.6, -0.1], [-0.4, -0.2, -0.1], [-0.2, -0.3, 0.3], [0.0, 0.2, -0.1], [-0.1, -0.7, 0.4], [-0.2, -0.3, 0.0], [-0.6, -1.0, -0.5], [0.0, 0.1, -0.2], [-0.1, 0.1, 0.3], [0.6, -0.2, -0.5], [0.8, 0.1, -0.7], [-0.4, -0.1, 0.2], [0.0, 0.2, 0.5], [0.0, -0.1, -0.5], [0.0, 0.2, -0.9], [0.5, 0.1, -0.7], [-0.2, 0.6, -0.5], [0.0, 0.0, 0.1], [0.5, -0.7, 0.1], [0.0, 0.0, 0.1], [0.1, 0.0, 0.5], [-0.1, -0.2, -0.5], [0.1, -0.2, 0.2], [0.4, 0.1, -0.2], [-0.1, -0.5, 0.3], [-0.3, -0.7, 0.4], [-0.2, -0.2, 0.3], [0.3, 1.0, -0.3], [0.3, 0.2, -0.2], [0.0, -0.7, 0.6], [0.2, 0.0, -0.1], [-0.3, 0.1, 0.5], [-0.5, -0.1, 0.2], [-0.1, 0.4, -0.3], [-0.1, 0.1, 0.4], [0.4, 1.6, 0.0], [0.2, 0.3, 0.6], [-0.3, -0.3, -0.2], [-1.2, 0.4, 0.3], [0.4, 0.0, 0.3]]
}



{
  "formula": "C9H40N10O11",
  "method": "wB97M-V/def2-TZVPD",
  "molar_mass_da": 464.478,
  "e_lumo_ev": 0.2,
  "multiplicity": 1,
  "smiles": "NC(N)=O.NC(N)=O.NC(N)=O.NC(N)=O.NC(N)=O.CO.CO.CO.CO.O.O",
  "orbital_gap_ha": 0.3453,
  "homo_ev": -9.19,
  "symbols": ["O", "O", "O", "O", "O", "O", "O", "O", "O", "O", "O", "N", "N", "N", "N", "N", "N", "N", "N", "N", "N", "C", "C", "C", "C", "C", "C", "C", "C", "C", "H", "H", "H", "H", "H", "H", "H", "H", "H", "H", "H", "H", "H", "H", "H", "H", "H", "H", "H", "H", "H", "H", "H", "H", "H", "H", "H", "H", "H", "H", "H", "H", "H", "H", "H", "H", "H", "H", "H", "H"],
  "coordinates": [[-2.11880, -3.15925, 13.97913], [-7.33484, -2.06536, 19.89951], [-5.16226, -1.21234, 12.60968], [-5.21129, -1.09603, 17.63427], [-4.46467, -6.69991, 19.62489], [-2.16711, -1.31891, 21.86462], [-1.04506, -4.91207, 15.91083], [-6.15891, -3.46914, 16.24601], [-2.12409, -4.14335, 22.95041], [-6.81390, 0.86354, 18.24285], [-0.61942, -2.92540, 19.80306], [-0.15062, -0.21683, 21.77723], [-2.99343, -4.96324, 19.60587], [-0.36360, -1.72812, 13.87517], [-2.41657, -1.16515, 12.80861], [0.41493, -4.50755, 21.06788], [-4.39889, -1.45157, 19.79138], [-3.43521, -6.16712, 17.67465], [0.19748, -4.81415, 18.70295], [-2.92846, -1.62075, 18.08163], [-2.14141, 0.68577, 20.76213], [-0.03161, -3.99741, 19.81869], [-3.65423, -6.03504, 19.00400], [-7.74361, -3.41600, 19.73277], [-1.48823, -0.35089, 21.49034], [-5.29157, -0.80596, 13.93134], [-1.70716, -2.07698, 13.55918], [-4.21300, -1.33955, 18.42934], [-6.52647, 1.59480, 17.06752], [-2.89598, -4.51727, 24.12265], [-3.86896, -4.94242, 23.89322], [-3.14691, 0.64018, 20.69412], [-6.12221, 2.59087, 17.35067], [-2.81166, -5.53193, 17.19523], [-5.20137, -3.36583, 16.25654], [-3.83929, -6.99679, 17.26485], [-7.76052, -1.44963, 19.26792], [-6.41567, -2.87327, 16.97536], [-1.61443, 1.37186, 20.24844], [0.22958, -2.23392, 14.51581], [-5.84360, 1.12632, 16.38628], [-0.12708, -0.77290, 13.63524], [-0.19419, -4.27610, 21.83800], [-6.02202, -1.42290, 12.27023], [-3.01870, -3.61025, 24.72289], [-5.97603, 0.00754, 14.16969], [0.38136, 0.50858, 21.31313], [-3.18647, -4.89310, 20.57458], [-2.12710, -1.95497, 18.60459], [0.52764, -5.77411, 18.80998], [-6.22295, 0.08328, 18.27794], [-3.59783, -1.73253, 20.36814], [-2.29965, -5.28956, 24.60555], [-7.39150, -3.77496, 18.76432], [-7.48450, 1.75084, 16.58272], [-2.28159, -3.21871, 22.71357], [-0.77794, -5.65485, 15.38375], [-0.23638, -4.49729, 17.85849], [0.53908, -5.49663, 21.01867], [-8.84474, -3.47960, 19.73362], [-5.63898, -1.60198, 14.56181], [-2.83276, -1.31982, 17.11140], [-5.34261, -1.62535, 20.15394], [-4.32165, -0.55587, 14.37241], [-3.24645, -1.42976, 12.28617], [0.36812, -1.11230, 21.78781], [-2.07064, -4.94570, 19.27410], [-1.47805, -4.27074, 15.25965], [-7.35129, -3.91423, 20.59418], [-1.87087, -0.49104, 12.32548]],
  "forces_ev_per_a": [[-0.6, 0.6, -0.4], [-0.1, 1.1, -0.1], [0.5, 0.4, -0.9], [3.7, -0.6, 1.6], [0.0, -0.4, -0.1], [0.9, 0.8, -0.1], [-0.8, 1.5, -0.3], [-0.2, 0.2, 0.5], [-0.4, -0.4, 0.1], [0.2, -0.2, 0.3], [0.3, -0.1, -0.9], [0.5, -0.7, -0.5], [-1.2, -0.8, -1.5], [-1.8, 1.3, -1.3], [0.8, -0.8, 0.4], [-0.1, 0.2, -1.8], [-0.2, 0.1, -0.4], [0.3, -0.3, 0.1], [0.1, 0.9, 1.9], [-1.1, 1.3, -2.9], [1.7, -1.3, 1.3], [0.1, -1.0, 1.3], [-1.1, 0.8, 0.9], [-0.9, 1.1, -0.8], [-2.1, 0.3, -0.9], [0.1, 0.0, 2.2], [1.7, -0.9, 0.9], [-2.1, -1.1, 1.7], [-0.7, 1.0, 1.0], [0.9, 0.7, -0.7], [-0.1, 0.1, -0.3], [0.2, -0.1, -0.1], [-0.1, -0.4, -0.3], [-0.1, -0.4, -0.3], [0.0, -0.1, -0.1], [0.2, 0.4, -0.2], [0.3, -0.7, 0.4], [0.2, -0.2, -0.5], [-0.2, 0.0, 0.1], [-0.6, -0.1, -0.1], [0.4, -0.5, -0.2], [0.4, -0.4, 0.3], [-0.3, 0.3, 0.1], [-0.6, -0.2, -0.3], [0.0, -0.4, 0.3], [-0.1, 0.4, -0.7], [-0.3, 0.0, 0.0], [0.3, 0.0, 0.9], [-0.4, 0.0, 0.4], [-0.3, 0.8, -0.2], [-0.1, 0.2, -0.3], [-0.6, 0.2, -0.3], [-0.1, 0.2, 0.4], [0.2, -0.5, 0.3], [-0.1, 0.2, -0.5], [-0.1, 0.1, 0.1], [0.2, -0.5, -0.4], [0.0, -0.3, -0.7], [0.3, -0.6, 0.2], [0.3, -0.1, 0.1], [-0.3, -0.8, 0.3], [0.8, -0.5, 0.4], [0.4, 0.1, -0.5], [0.0, 0.2, -0.6], [-0.1, -0.3, 0.6], [-0.8, 0.8, 0.1], [1.4, 0.6, 0.2], [0.6, -0.8, 0.7], [0.3, -0.7, 0.1], [0.4, 0.5, -0.2]]
}



{
  "formula": "C9H4BiCl2LaN2O3",
  "method": "wB97M-V/def2-TZVPD",
  "molar_mass_da": 606.934,
  "e_lumo_ev": -17.3,
  "multiplicity": 1,
  "total_charge": 4,
  "orbital_gap_ha": 0.1306,
  "homo_ev": -20.85,
  "symbols": ["Bi", "La", "Cl", "Cl", "O", "O", "O", "N", "N", "C", "C", "C", "C", "C", "C", "C", "C", "C", "H", "H", "H", "H"],
  "coordinates": [[0.28107, 0.22842, -6.02409], [-0.90706, -0.06837, 0.12363], [1.15981, 0.21123, -1.26841], [-0.84235, 2.26297, -5.15994], [0.82106, -2.21302, -9.08444], [-0.61376, 1.59279, -8.99154], [-1.44174, -3.68729, -0.23480], [0.20476, 0.61691, 1.96293], [0.10428, -0.24925, 7.33525], [0.15485, 0.20724, 4.74964], [0.15079, 1.20844, -8.19869], [-0.95478, 0.79884, 2.69620], [1.35022, 0.11676, 4.02259], [1.38346, 0.41308, 2.67338], [-0.98753, 0.61466, 4.07442], [0.60836, -1.54713, -8.19207], [0.13014, -0.05888, 6.17919], [-1.34507, -2.54291, -0.08091], [-1.88114, 1.14539, 2.18621], [2.30032, 0.37157, 2.07406], [2.26165, -0.15253, 4.55911], [-1.93734, 0.73108, 4.59827]],
  "forces_ev_per_a": [[-0.3, 1.7, 0.9], [-0.6, 1.9, -0.8], [0.2, -0.1, -0.5], [0.9, -1.9, -0.9], [-0.5, 1.7, 2.3], [4.6, -2.1, 4.1], [0.4, 5.6, 0.8], [0.7, 0.8, 2.6], [0.1, 0.4, -2.6], [0.6, -0.1, 0.6], [-4.9, 2.8, -4.6], [1.1, -0.4, 1.0], [0.5, 0.3, 0.4], [-1.1, -0.7, -0.9], [-1.4, 0.2, -0.6], [0.4, -2.1, -2.4], [-0.1, -0.3, 1.6], [-0.7, -7.9, -0.9], [0.4, -0.2, 0.3], [-0.4, 0.0, 0.3], [-0.1, 0.1, -0.3], [0.3, 0.1, 0.0]]
}



{
  "formula": "C9H4ClINOScSe4",
  "method": "wB97M-V/def2-TZVPD",
  "molar_mass_da": 665.290,
  "e_lumo_ev": -1.0,
  "multiplicity": 1,
  "relative_energy_ev": 0.375,
  "orbital_gap_ha": 0.2611,
  "homo_ev": -8.08,
  "symbols": ["I", "Se", "Se", "Se", "Se", "Sc", "Cl", "O", "N", "C", "C", "C", "C", "C", "C", "C", "C", "C", "H", "H", "H", "H"],
  "coordinates": [[-0.46202, -1.04997, 4.30336], [-5.17019, -1.37477, -1.31475], [-2.98105, 1.11850, -2.45928], [-4.68087, -1.04544, 0.96059], [-5.28553, 0.79177, -2.19908], [-2.64279, -0.27504, -0.32397], [4.27658, 0.26762, 1.40432], [-1.54423, -0.52151, 1.32736], [-0.34064, 0.07800, -0.90026], [1.60831, 0.60210, -2.17757], [0.23138, 0.37293, -2.04909], [2.55696, 0.02860, 1.38750], [0.44948, -0.01474, 0.20950], [1.84007, 0.18338, 0.17297], [0.51374, -0.51399, 2.54733], [2.41005, 0.50891, -1.07494], [-0.24075, -0.34692, 1.41105], [1.91090, -0.31555, 2.53525], [2.01547, 0.84484, -3.14869], [-0.41589, 0.42655, -2.91593], [2.47436, -0.44026, 3.44946], [3.47665, 0.67499, -1.14511]],
  "forces_ev_per_a": [[0.1, 0.0, 0.0], [0.3, 0.0, 0.1], [0.0, 0.4, -0.1], [-0.4, 0.0, 0.1], [0.0, -0.1, 0.0], [0.2, -0.2, 0.1], [0.0, 0.0, 0.0], [0.0, 0.2, -0.2], [0.0, -0.1, 0.0], [0.0, 0.0, -0.1], [0.0, 0.0, 0.0], [0.0, 0.0, -0.1], [-0.1, 0.0, -0.1], [0.1, 0.0, 0.0], [-0.2, 0.1, 0.2], [0.0, 0.0, 0.1], [0.0, -0.2, -0.1], [0.0, 0.0, 0.1], [0.0, 0.0, 0.0], [0.0, 0.0, 0.0], [0.0, 0.0, 0.0], [0.0, 0.0, 0.0]]
}



{
  "formula": "C9H4F3N6O7",
  "method": "wB97M-V/def2-TZVPD",
  "molar_mass_da": 365.160,
  "e_lumo_ev": 0.9,
  "multiplicity": 1,
  "total_charge": -1,
  "orbital_gap_ha": 0.2133,
  "homo_ev": -4.86,
  "symbols": ["F", "F", "F", "O", "O", "O", "O", "O", "O", "O", "N", "N", "N", "N", "N", "N", "C", "C", "C", "C", "C", "C", "C", "C", "C", "H", "H", "H", "H"],
  "coordinates": [[3.66519, 2.44964, -2.05416], [2.65128, 2.83596, -0.13323], [2.67625, 0.78751, -1.00558], [-1.23492, -4.83140, 2.25245], [-0.31249, 1.78446, 2.47807], [-1.38050, -0.55713, -2.68389], [1.53929, 0.81483, 3.15100], [-0.12583, -3.33691, 3.56435], [-1.98859, -2.52404, -1.73671], [1.25061, 2.92392, -3.11021], [0.49461, 0.84088, 2.48494], [0.29003, -2.03252, 3.54031], [-0.73029, -3.72740, 2.34440], [-1.31671, -1.28559, -1.70608], [0.16775, 2.06742, -1.26447], [-1.71039, -3.27653, -0.62644], [-0.17675, -0.11543, 0.28590], [-0.53650, -2.64775, 1.50283], [-0.94159, -2.46209, 0.14891], [-0.70937, -1.18906, -0.44144], [2.59475, 2.12208, -1.29438], [1.22795, 2.42113, -1.98933], [-1.11891, 2.43592, -1.76255], [0.15737, -0.32521, 1.63459], [0.02296, -1.61673, 2.25925], [-1.48354, 1.77669, -2.57062], [-1.81379, 2.31157, -0.91805], [-1.13490, 3.47547, -2.14068], [-0.02297, 0.88029, -0.20921]],
  "forces_ev_per_a": [[-0.6, -0.3, 0.7], [0.6, -0.7, -0.4], [0.5, 0.6, 0.2], [0.4, 0.8, 0.0], [1.3, -1.6, 0.0], [-0.1, -1.1, 1.3], [-1.6, -0.3, -1.0], [-0.6, -0.4, -0.1], [0.8, 0.2, -0.3], [0.3, 0.5, -0.6], [0.3, 1.4, 0.5], [-0.6, 0.7, -2.8], [0.8, 1.6, -0.8], [0.8, 1.1, 1.2], [2.0, 0.4, -0.1], [1.4, 1.7, 1.5], [0.7, 0.1, 3.0], [-0.7, -2.3, 0.9], [-2.1, -1.3, -1.7], [-1.2, -2.0, -1.4], [-1.1, 0.2, -0.2], [-1.3, -0.5, 0.2], [-0.3, 0.0, -0.3], [-0.5, 0.5, -1.9], [0.9, -0.3, 2.4], [0.2, 0.3, 0.1], [-0.1, 0.3, -0.2], [-0.1, -0.3, 0.2], [0.1, 0.6, -0.3]]
}